# C46H60B3IO21

A structure of composition C46H60B3IO21 (ωB97M-V with the def2-TZVPD basis set, the Open Molecules 2025 dataset).

Values from the calculation:
Molar mass (g mol⁻¹): 1108.305
E_HOMO (hartree): -0.3533
Strongest force on any atom (eV/A): 1.3
Relative energy (zero: lowest compared OMol25 entry of this formula, charge and spin) (kJ/mol): 0.0

Geometry (Å):
C (-1.497, 6.178, -0.443)
C (-1.403, 5.487, -1.801)
C (-2.760, 5.485, -2.534)
C (-3.305, 4.097, -2.921)
C (-3.031, 2.973, -1.908)
C (-2.095, 1.869, -2.438)
C (-2.543, 0.458, -2.035)
C (-1.403, -0.546, -2.165)
C (-1.747, -1.920, -1.595)
C (-0.588, -2.923, -1.766)
C (0.278, -3.348, -0.547)
C (-0.077, -2.820, 0.853)
B (0.626, -1.462, 1.176)
O (0.802, -1.054, 2.506)
B (1.843, -0.186, 2.654)
I (3.420, -0.408, 4.078)
O (1.936, 0.882, 1.772)
B (2.043, 0.330, 0.494)
C (3.118, 0.794, -0.542)
C (2.524, 1.389, -1.830)
C (2.062, 0.323, -2.823)
C (3.219, -0.192, -3.702)
C (3.316, 0.539, -5.037)
C (4.534, 0.115, -5.857)
C (5.889, 0.305, -5.146)
C (6.622, -0.999, -4.899)
O (5.877, -1.915, -4.086)
C (6.028, -1.777, -2.756)
C (5.157, -2.728, -1.982)
O (6.759, -0.960, -2.230)
O (1.136, -0.677, 0.151)
H (-2.119, 5.609, 0.246)
H (-0.514, 6.312, 0.007)
H (-1.913, 7.175, -0.576)
H (-0.965, 4.495, -1.718)
H (-0.703, 6.078, -2.393)
H (-3.505, 6.053, -1.979)
H (-2.621, 6.039, -3.463)
H (-4.389, 4.195, -3.006)
H (-2.967, 3.838, -3.921)
H (-3.972, 2.473, -1.677)
H (-2.639, 3.359, -0.969)
H (-2.083, 1.916, -3.528)
H (-1.064, 2.034, -2.118)
H (-3.403, 0.184, -2.642)
H (-2.805, 0.501, -0.974)
H (-0.539, -0.116, -1.662)
H (-1.149, -0.692, -3.218)
H (-2.155, -1.811, -0.595)
H (-2.577, -2.284, -2.206)
H (0.087, -2.492, -2.506)
H (-0.975, -3.827, -2.232)
H (1.315, -3.089, -0.759)
H (0.266, -4.436, -0.492)
H (-1.140, -2.783, 1.076)
H (0.338, -3.526, 1.580)
H (3.690, -0.105, -0.797)
H (3.802, 1.485, -0.054)
H (3.295, 1.982, -2.323)
H (1.686, 2.048, -1.600)
H (1.247, 0.689, -3.448)
H (1.654, -0.545, -2.306)
H (4.131, -0.023, -3.129)
H (3.081, -1.257, -3.887)
H (3.324, 1.612, -4.828)
H (2.413, 0.326, -5.608)
H (4.405, -0.942, -6.100)
H (4.535, 0.657, -6.801)
H (5.762, 0.861, -4.219)
H (6.540, 0.896, -5.790)
H (7.627, -0.838, -4.524)
H (6.722, -1.496, -5.864)
H (5.566, -2.869, -0.992)
H (5.084, -3.675, -2.514)
H (4.153, -2.307, -1.944)
C (-4.708, -0.521, 4.362)
C (-3.672, -0.609, 3.515)
C (-3.762, -1.385, 2.226)
O (-2.793, -1.406, 1.484)
C (-5.003, -2.077, 1.924)
C (-6.034, -1.993, 2.776)
C (-5.946, -1.192, 4.045)
O (-6.934, -1.150, 4.760)
O (-7.197, -2.595, 2.571)
O (-2.514, -0.022, 3.755)
H (-4.665, 0.048, 5.289)
H (-5.054, -2.645, 1.006)
H (-7.761, -2.368, 3.334)
H (-1.922, -0.223, 3.008)
C (6.383, -7.062, -4.773)
C (5.524, -8.042, -5.086)
C (4.117, -7.755, -5.541)
O (3.413, -8.707, -5.820)
C (3.680, -6.372, -5.614)
C (4.538, -5.392, -5.298)
C (5.952, -5.680, -4.873)
O (6.649, -4.715, -4.632)
O (4.221, -4.103, -5.325)
O (5.836, -9.329, -5.024)
H (7.396, -7.256, -4.449)
H (2.663, -6.178, -5.923)
H (5.017, -3.607, -5.037)
H (5.036, -9.813, -5.306)
C (-5.499, -0.667, 10.042)
C (-5.489, -0.317, 8.747)
C (-4.655, 0.846, 8.252)
O (-4.639, 1.117, 7.062)
C (-3.893, 1.606, 9.227)
C (-3.915, 1.253, 10.518)
C (-4.713, 0.077, 11.006)
O (-4.662, -0.184, 12.193)
O (-3.242, 1.898, 11.460)
O (-6.213, -0.968, 7.849)
H (-6.087, -1.496, 10.408)
H (-3.316, 2.446, 8.866)
H (-3.432, 1.432, 12.296)
H (-6.106, -0.548, 6.978)
C (-1.816, 3.746, 4.358)
C (-1.090, 3.388, 3.291)
C (-0.638, 4.386, 2.259)
O (0.026, 3.974, 1.327)
C (-1.025, 5.776, 2.431)
C (-1.751, 6.135, 3.498)
C (-2.185, 5.139, 4.539)
O (-2.829, 5.555, 5.484)
O (-2.144, 7.381, 3.724)
O (-0.715, 2.136, 3.064)
H (-2.145, 3.033, 5.102)
H (-0.709, 6.484, 1.679)
H (-2.647, 7.358, 4.560)
H (-0.196, 2.150, 2.235)

***

# C46H61N5O4S

A cluster of 2 separate species, C46H61N5O4S in total (ωB97M-V with the def2-TZVPD basis set, the Open Molecules 2025 dataset).

Values from the calculation:
Molar mass (g mol⁻¹): 780.092
E_HOMO (hartree): -0.2336
Strongest force on any atom (eV/A): 3.0

Geometry (Å):
C (-0.409, 4.922, -3.691)
C (0.567, 4.960, -2.510)
C (1.956, 5.420, -2.961)
C (0.590, 3.617, -1.797)
C (1.447, 2.584, -2.191)
C (1.327, 1.304, -1.658)
C (2.067, 0.115, -2.261)
C (3.235, 0.504, -3.166)
C (1.131, -0.890, -2.933)
C (0.441, 1.091, -0.547)
C (0.371, -0.190, 0.157)
N (1.421, -0.708, 0.904)
C (2.802, -0.261, 0.967)
C (3.796, -1.108, 0.448)
C (3.462, -2.490, -0.125)
C (3.501, -3.521, 0.992)
C (4.322, -2.849, -1.337)
C (5.129, -0.674, 0.474)
C (5.447, 0.601, 0.923)
C (4.462, 1.430, 1.442)
C (3.136, 0.993, 1.531)
C (2.110, 1.801, 2.337)
C (2.598, 3.210, 2.706)
C (1.660, 1.039, 3.579)
N (1.059, -1.871, 1.495)
N (-0.255, -2.046, 1.190)
C (-0.896, -3.293, 1.569)
C (-0.846, -4.374, 0.677)
C (-0.039, -4.287, -0.609)
C (-0.945, -3.979, -1.791)
C (0.801, -5.541, -0.844)
C (-1.551, -5.544, 0.985)
C (-2.184, -5.688, 2.217)
C (-2.100, -4.652, 3.148)
C (-1.433, -3.460, 2.854)
C (-1.258, -2.434, 3.969)
C (-1.754, -1.036, 3.596)
C (0.187, -2.402, 4.482)
C (-0.719, -1.038, 0.313)
C (-2.014, -0.910, -0.182)
C (-0.396, 2.162, -0.115)
C (-1.390, 2.038, 1.047)
C (-2.813, 2.135, 0.531)
C (-1.219, 3.108, 2.121)
C (-0.327, 3.379, -0.786)
H (-1.411, 4.626, -3.361)
H (-0.488, 5.902, -4.171)
H (-0.072, 4.198, -4.442)
H (0.183, 5.698, -1.791)
H (2.671, 5.353, -2.135)
H (2.317, 4.806, -3.794)
H (1.912, 6.462, -3.293)
H (2.188, 2.763, -2.969)
H (2.511, -0.414, -1.403)
H (3.901, 1.209, -2.649)
H (3.823, -0.386, -3.427)
H (2.876, 0.964, -4.099)
H (0.332, -1.192, -2.245)
H (0.667, -0.451, -3.828)
H (1.685, -1.792, -3.229)
H (2.421, -2.462, -0.483)
H (2.657, -3.305, 1.659)
H (3.398, -4.546, 0.611)
H (4.437, -3.437, 1.563)
H (4.230, -2.075, -2.114)
H (5.384, -2.949, -1.072)
H (3.986, -3.802, -1.773)
H (5.915, -1.346, 0.121)
H (6.484, 0.945, 0.883)
H (4.734, 2.425, 1.803)
H (1.235, 1.924, 1.680)
H (2.954, 3.750, 1.818)
H (1.786, 3.800, 3.151)
H (3.413, 3.153, 3.441)
H (1.353, 0.018, 3.321)
H (2.490, 0.970, 4.299)
H (0.812, 1.536, 4.073)
H (0.658, -3.450, -0.472)
H (-1.540, -3.081, -1.578)
H (-0.351, -3.804, -2.699)
H (-1.627, -4.824, -1.968)
H (1.426, -5.754, 0.034)
H (0.158, -6.412, -1.030)
H (1.461, -5.409, -1.711)
H (-1.581, -6.359, 0.257)
H (-2.750, -6.592, 2.448)
H (-2.557, -4.775, 4.132)
H (-1.883, -2.790, 4.799)
H (-2.748, -1.085, 3.133)
H (-1.804, -0.403, 4.493)
H (-1.060, -0.566, 2.886)
H (0.449, -3.364, 4.939)
H (0.884, -2.223, 3.653)
H (0.326, -1.613, 5.232)
H (-2.758, -1.614, 0.174)
H (-2.150, -0.284, -1.062)
H (-1.280, 1.049, 1.503)
H (-2.945, 1.444, -0.300)
H (-3.551, 1.888, 1.307)
H (-3.022, 3.154, 0.177)
H (-0.192, 3.143, 2.500)
H (-1.483, 4.096, 1.723)
H (-1.891, 2.878, 2.959)
H (-1.019, 4.172, -0.488)
O (-7.320, 4.807, -4.047)
N (-6.435, 4.642, -3.180)
O (-5.698, 5.564, -2.746)
C (-6.226, 3.347, -2.629)
C (-6.941, 2.200, -2.862)
C (-6.428, 1.163, -2.050)
N (-7.299, 0.196, -1.464)
O (-6.871, -0.429, -0.474)
O (-8.443, 0.043, -1.933)
C (-5.261, 1.485, -1.318)
S (-4.983, 3.157, -1.418)
H (-7.806, 2.122, -3.491)
H (-4.721, 0.767, -0.727)

***

Question: Which formula does entry 1 have?
Answer: C46H60B3IO21

***

Question: Which value of molar mass does entry 2 give?
Answer: 780.092 g mol⁻¹